{
  "formula": "C6H20CaN3S",
  "method": "ωB97M-V with the def2-TZVPD basis set",
  "elements": ["C", "Ca", "N", "H", "H", "H", "H", "H", "H", "H", "H", "C", "C", "N", "C", "S", "N", "C", "C", "H", "H", "H", "H", "H", "H", "H", "H", "H", "H", "H", "H"],
  "coordinates": [[1.92407, -1.96684, -4.04041], [1.20589, -0.72548, -2.31260], [2.77343, 1.29315, -2.87897], [-1.15936, 0.05452, -2.12686], [-0.36908, 0.37824, -2.70980], [1.66830, -2.90653, -3.55007], [2.99109, -1.75628, -3.83622], [1.43129, -1.68238, -4.94108], [3.62515, 1.63191, -2.45198], [2.08552, 2.02698, -2.77991], [2.93306, 1.18701, -3.86687], [1.19766, 0.41176, 3.21830], [0.16154, 1.14417, 2.37746], [0.30333, 0.80777, 0.93790], [-0.73057, 0.64231, 0.11160], [-0.68673, 1.23202, -1.55639], [-1.93813, 0.24358, 0.58683], [-2.04344, -0.92291, 1.49725], [-3.38902, -0.91428, 2.18911], [1.14858, -0.66885, 3.06187], [1.00415, 0.60907, 4.28027], [2.20622, 0.76139, 2.99340], [-0.86584, 0.91885, 2.68511], [0.32301, 2.23207, 2.46025], [1.15614, 1.16593, 0.49824], [-2.67441, 0.31891, -0.11427], [-1.92312, -1.86349, 0.90611], [-1.21333, -0.85370, 2.21503], [-4.22504, -0.96405, 1.48968], [-3.42369, -1.80692, 2.82650], [-3.49667, -0.02792, 2.83050]],
  "forces_ev_per_angstrom": [[0.98, -0.45, 0.93], [0.17, 0.65, 1.28], [-0.17, -0.08, 0.29], [-1.45, 0.17, 1.20], [2.01, -1.31, -6.46], [-0.17, -0.44, -0.53], [-0.18, -0.06, -0.79], [0.10, -0.18, -0.85], [0.12, -0.10, 0.10], [-0.28, 0.26, 0.07], [0.13, -0.14, -0.44], [-0.30, 0.03, 0.33], [0.28, 0.55, -1.14], [2.46, -0.02, 2.73], [-1.29, 1.08, -2.13], [-0.98, 0.85, 4.16], [-1.34, -0.55, 1.55], [0.01, 0.21, -1.44], [0.27, -0.25, 0.67], [0.04, 0.11, -0.09], [0.10, 0.00, -0.08], [-0.01, -0.10, -0.08], [0.38, 0.25, -0.05], [-0.25, -0.13, 0.40], [-0.40, -0.18, 0.16], [0.29, -0.21, 0.40], [0.10, 0.32, 0.40], [-0.41, -0.31, -0.30], [0.07, 0.07, -0.05], [-0.25, 0.14, -0.01], [-0.06, -0.18, -0.23]],
  "nbo_charge": [-1.49, 0.76, -1.14, 0.20, -0.45, 0.18, 0.17, 0.20, 0.37, 0.37, 0.38, -0.62, -0.23, -0.69, -0.02, -0.17, -0.66, -0.23, -0.61, 0.21, 0.19, 0.20, 0.20, 0.17, 0.35, 0.38, 0.17, 0.19, 0.20, 0.20, 0.20],
  "gap_ha": [0.1315, 0.1188],
  "fmax_ha_per_bohr": 0.1341,
  "energy_ha": -1480.345355,
  "total_charge": -1,
  "mol_weight_g_mol": 206.39
}

***

{
  "formula": "C10H13N2",
  "method": "ωB97M-V with the def2-TZVPD basis set",
  "elements": ["C", "C", "C", "C", "C", "C", "C", "C", "C", "C", "N", "N", "H", "H", "H", "H", "H", "H", "H", "H", "H", "H", "H", "H", "H"],
  "coordinates": [[4.71837, 1.41439, -0.69418], [-3.28868, 1.45539, -0.71168], [-2.70038, 1.87948, 0.47104], [-2.91755, 0.24569, -1.20642], [-1.77011, 1.08572, 1.14860], [-1.95353, -0.56144, -0.55615], [-1.36625, -0.15129, 0.65266], [1.26136, -0.63890, -1.18633], [-0.29130, -0.96732, 1.36303], [1.04434, -0.82249, 0.83861], [3.86735, 0.73885, -0.31835], [2.04286, -0.44653, 1.48860], [5.52701, 2.16247, -0.75642], [-3.91757, 2.01683, -1.21961], [-3.08188, 2.87903, 0.96935], [-3.20006, -0.16273, -2.11163], [-1.52656, 1.38452, 2.15779], [-1.54372, -1.52852, -1.00860], [1.63636, 0.43872, -1.26454], [2.02656, -1.35688, -1.34808], [0.20230, -0.77303, -1.41781], [-0.44496, -2.06450, 1.02193], [-0.22127, -0.64548, 2.46016], [3.00497, -0.33680, 1.14858], [2.14511, -0.48344, 2.43523]],
  "forces_ev_per_angstrom": [[0.28, 0.66, 1.05], [2.95, -1.75, 2.43], [-0.90, 1.79, 1.52], [2.37, -1.80, 1.26], [-0.79, 0.21, 0.33], [0.81, -0.61, 0.14], [-0.25, 0.39, -0.96], [-0.65, 1.85, 4.49], [-0.51, -1.07, 0.52], [-0.28, 2.17, -6.07], [0.88, 0.33, -0.62], [2.93, -0.42, -0.96], [-0.75, -0.85, -0.45], [-3.03, 2.67, -2.14], [1.02, -2.17, -1.11], [-1.18, -0.32, -1.82], [0.50, 0.14, 0.02], [-1.19, 1.34, 0.48], [-0.72, -1.73, 0.11], [0.21, -0.68, -0.60], [0.83, -0.21, -0.53], [-0.33, 1.15, 1.56], [-0.64, -1.29, -1.13], [-0.70, 0.15, -1.24], [-0.86, 0.06, 3.73]],
  "nbo_charge": [0.18, -0.19, -0.17, -0.17, -0.23, -0.22, -0.03, -0.49, -0.55, 0.51, -0.44, -0.66, 0.27, 0.22, 0.24, 0.22, 0.22, 0.21, 0.25, 0.22, 0.23, 0.29, 0.24, 0.45, 0.40],
  "gap_ha": 0.3296,
  "fmax_ha_per_bohr": 0.1255,
  "e_above_lowest_ev": 4.4423,
  "energy_ha": -497.986105,
  "total_charge": 1,
  "mol_weight_g_mol": 161.23
}

***

{
  "formula": "CH7NO3P",
  "method": "ωB97M-V with the def2-TZVPD basis set",
  "elements": ["C", "N", "O", "O", "O", "P", "H", "H", "H", "H", "H", "H", "H"],
  "coordinates": [[-1.43594, -0.68372, 1.58963], [0.25231, 1.35008, -1.67617], [2.19466, 0.58865, -0.12822], [0.88692, -1.07187, -1.55191], [-0.27115, 0.07199, 1.32319], [0.81008, 0.14541, -0.68058], [-2.05713, -1.16375, 0.76472], [-2.33923, -0.19671, 2.03635], [-1.28742, -1.46990, 2.32372], [0.34133, 2.36444, -1.34713], [-0.60292, 1.15520, -2.07047], [2.16347, 0.87837, 0.82212], [1.34503, -1.96818, -1.40527]],
  "forces_ev_per_angstrom": [[-2.52, -1.28, -0.38], [2.62, 0.89, 2.74], [-0.52, 0.09, 1.13], [0.62, -3.19, -0.76], [1.34, 0.15, -3.40], [-1.87, 2.85, 3.43], [1.59, 0.40, 0.12], [1.24, 1.26, -0.16], [0.86, -0.32, -0.15], [-0.13, -2.05, -0.45], [-2.45, -0.33, -1.39], [0.16, -0.33, -0.75], [-0.94, 1.86, 0.04]],
  "nbo_charge": [-0.31, -1.12, -0.95, -0.98, -0.65, 2.34, 0.20, 0.22, 0.20, 0.46, 0.42, 0.57, 0.60],
  "gap_ha": [0.3147, 0.3148],
  "fmax_ha_per_bohr": 0.0939,
  "e_above_lowest_ev": 3.9785,
  "energy_ha": -663.826950,
  "total_charge": 1,
  "mol_weight_g_mol": 112.04
}

***

{
  "formula": "C4H9NO",
  "method": "ωB97M-V with the def2-TZVPD basis set",
  "elements": ["C", "C", "C", "N", "C", "O", "H", "H", "H", "H", "H", "H", "H", "H", "H"],
  "coordinates": [[-1.72478, 0.51349, 0.27764], [-0.79431, -0.35878, -0.56590], [0.25658, -1.16627, 0.20971], [1.55232, -0.32117, 0.39722], [1.79566, 0.82872, -0.30159], [1.36073, 1.09465, -1.40831], [-2.25161, 1.23128, -0.36158], [-2.48937, -0.02567, 0.85480], [-1.13139, 1.09540, 0.99239], [-0.13294, 0.27944, -1.14900], [-1.32291, -0.91784, -1.34898], [0.45349, -2.11854, -0.31020], [-0.05763, -1.39781, 1.23225], [2.07049, -0.33211, 1.27674], [2.41569, 1.59520, 0.20480]],
  "forces_ev_per_angstrom": [[0.06, 0.05, 0.03], [0.25, 0.20, -0.08], [0.70, 0.34, 0.18], [-0.73, 0.10, -0.12], [-0.12, 0.02, -0.35], [0.76, 0.22, 0.03], [0.09, -0.12, 0.10], [0.27, -0.10, -0.18], [-0.09, 0.00, -0.04], [-0.96, 0.09, -0.20], [-0.01, -0.38, 0.61], [0.39, 0.49, 0.24], [-0.02, -0.04, -0.16], [-0.75, -0.35, -0.30], [0.16, -0.53, 0.24]],
  "nbo_charge": [-0.61, -0.48, -0.20, -0.63, 0.52, -0.61, 0.22, 0.20, 0.20, 0.28, 0.21, 0.21, 0.20, 0.39, 0.12],
  "gap_ha": 0.3764,
  "smiles": "CCCNC=O",
  "fmax_ha_per_bohr": 0.0192,
  "e_above_lowest_ev": 1.3276,
  "energy_ha": -287.783663,
  "mol_weight_g_mol": 87.12
}